1.
# C5H10BrI

A 2-piece molecular cluster, C5H10BrI overall (ωB97M-V with the def2-TZVPD basis set, the OMol25 dataset).

Frontier orbital gap: 7.816 eV
Spin multiplicity: 1
E_tot: -3068.09260 Eh
HOMO level: -8.579 eV

Last columns: bonded neighbours and bond lengths (Å).
Element x y z (Å)
1 C -1.02 -1.34 -1.28  C3 1.522, H8 1.087, H9 1.087, H10 1.087
2 C 0.88 3.16 0.61  C5 1.461, H11 1.090, H12 1.095, H13 1.095
3 C -0.55 -2.28 -0.17  C1 1.522, C4 1.518, H14 1.094, H15 1.093
4 C -0.04 -1.51 1.04  C3 1.518, Br6 1.953, H16 1.090, H17 1.092
5 C 1.25 2.00 -0.20  C2 1.461, I7 2.075
6 Br -1.49 -0.58 1.97  C4 1.953
7 I 2.03 2.41 -2.08  C5 2.075
8 H -1.39 -1.92 -2.13  C1 1.087
9 H -0.20 -0.71 -1.61  C1 1.087
10 H -1.83 -0.71 -0.93  C1 1.087
11 H 0.91 4.16 0.18  C2 1.090
12 H 1.57 3.11 1.46  C2 1.095
13 H -0.10 2.95 1.04  C2 1.095
14 H 0.27 -2.89 -0.54  C3 1.094
15 H -1.36 -2.95 0.12  C3 1.093
16 H 0.41 -2.18 1.77  C4 1.090
17 H 0.66 -0.73 0.74  C4 1.092

In elementary charge units, the Löwdin charges are:
1. C -0.13
2. C -0.31
3. C -0.36
4. C -0.61
5. C -0.60
6. Br 0.58
7. I 0.75
8. H 0.07
9. H 0.06
10. H 0.05
11. H 0.05
12. H 0.09
13. H 0.08
14. H 0.11
15. H 0.10
16. H 0.05
17. H 0.03



2.
# C40H122N6O24

A 18-piece molecular cluster, C40H122N6O24 overall at a distorted geometry (ωB97M-V with the def2-TZVPD basis set, the OMol25 dataset).

Frontier orbital gap: 8.895 eV
Spin multiplicity: 1
E_tot: -3731.07328 Eh
HOMO level: -8.551 eV

Last columns: bonded neighbours and bond lengths (Å).
Element x y z (Å)
1 C -5.18 21.43 6.77  O2 1.441, H10 1.091, H11 1.090, H12 1.090
2 O -6.10 20.34 6.64  C1 1.441, C3 1.435
3 C -5.77 19.22 7.48  O2 1.435, C4 1.570, H13 1.091, H14 1.091
4 C -6.76 18.05 7.15  C3 1.570, N5 1.465, H15 1.092, H16 1.090
5 N -8.01 18.12 7.90  C4 1.465, C6 1.451, H17 1.010
6 C -7.97 17.70 9.29  N5 1.451, C7 1.554, H18 1.090, H19 1.091
7 C -9.37 17.63 9.96  C6 1.554, O8 1.460, H20 1.091, H21 1.090
8 O -10.04 16.56 9.22  C7 1.460, C9 1.448
9 C -11.42 16.56 9.66  O8 1.448, H22 1.090, H23 1.091, H24 1.090
10 H -4.13 21.13 6.74  C1 1.091
11 H -5.40 21.99 7.69  C1 1.090
12 H -5.32 22.04 5.88  C1 1.090
13 H -5.89 19.37 8.55  C3 1.091
14 H -4.76 18.82 7.34  C3 1.091
15 H -6.26 17.12 7.44  C4 1.092
16 H -6.96 17.93 6.09  C4 1.090
17 H -8.80 17.74 7.40  N5 1.010
18 H -7.30 18.31 9.90  C6 1.090
19 H -7.56 16.68 9.29  C6 1.091
20 H -9.86 18.58 9.73  C7 1.091
21 H -9.43 17.49 11.04  C7 1.090
22 H -11.96 15.85 9.04  C9 1.090
23 H -11.96 17.49 9.45  C9 1.091
24 H -11.52 16.26 10.70  C9 1.090
25 C -6.99 27.69 8.05  O26 1.417, H34 1.091, H35 1.090, H36 1.091
26 O -6.28 27.02 9.07  C25 1.417, C27 1.449
27 C -6.61 27.57 10.37  O26 1.449, C28 1.588, H37 1.091, H38 1.090
28 C -5.91 26.74 11.53  C27 1.588, N29 1.446, H39 1.091, H40 1.092
29 N -6.45 25.41 11.73  C28 1.446, C30 1.478, H41 1.011
30 C -5.86 24.68 12.86  N29 1.478, C31 1.546, H42 1.091, H43 1.092
31 C -6.17 23.17 12.67  C30 1.546, O32 1.420, H44 1.092, H45 1.090
32 O -5.72 22.72 11.41  C31 1.420, C33 1.384
33 C -6.25 21.49 11.04  O32 1.384, H46 1.090, H47 1.091, H48 1.091
34 H -8.05 27.78 8.30  C25 1.091
35 H -6.93 27.17 7.09  C25 1.090
36 H -6.69 28.72 7.84  C25 1.091
37 H -7.68 27.43 10.46  C27 1.091
38 H -6.32 28.62 10.51  C27 1.090
39 H -6.00 27.37 12.42  C28 1.091
40 H -4.84 26.63 11.36  C28 1.092
41 H -6.36 24.80 10.93  N29 1.011
42 H -6.27 25.13 13.76  C30 1.091
43 H -4.78 24.83 12.98  C30 1.092
44 H -7.26 23.09 12.59  C31 1.092
45 H -5.97 22.51 13.52  C31 1.090
46 H -5.73 21.12 10.16  C33 1.090
47 H -7.33 21.64 10.89  C33 1.091
48 H -6.14 20.69 11.78  C33 1.091
49 C 3.22 31.08 6.43  O50 1.423, H58 1.090, H59 1.092, H60 1.090
50 O 2.53 30.68 7.61  C49 1.423, C51 1.405
51 C 2.15 31.80 8.38  O50 1.405, C52 1.510, H61 1.091, H62 1.091
52 C 1.35 31.36 9.59  C51 1.510, N53 1.444, H63 1.090, H64 1.091
53 N 0.08 30.95 9.05  C52 1.444, C54 1.454, H65 1.011
54 C -0.90 30.49 10.02  N53 1.454, C55 1.473, H66 1.090, H67 1.092
55 C -2.15 30.04 9.38  C54 1.473, O56 1.452, H68 1.091, H69 1.091
56 O -2.01 28.70 8.84  C55 1.452, C57 1.403
57 C -3.30 28.29 8.46  O56 1.403, H70 1.090, H71 1.091, H72 1.091
58 H 4.10 31.72 6.55  C49 1.090
59 H 2.55 31.69 5.82  C49 1.092
60 H 3.38 30.18 5.84  C49 1.090
61 H 1.51 32.46 7.80  C51 1.091
62 H 3.00 32.44 8.61  C51 1.091
63 H 1.16 32.22 10.24  C52 1.090
64 H 1.71 30.49 10.15  C52 1.091
65 H 0.23 30.13 8.49  N53 1.011
66 H -1.10 31.19 10.84  C54 1.090
67 H -0.49 29.59 10.47  C54 1.092
68 H -2.42 30.72 8.57  C55 1.091
69 H -2.96 30.24 10.08  C55 1.091
70 H -3.23 27.31 7.99  C57 1.090
71 H -3.92 28.92 7.83  C57 1.091
72 H -3.94 28.08 9.32  C57 1.091
73 C -9.64 28.62 13.73  O74 1.410, H82 1.091, H83 1.092, H84 1.089
74 O -8.60 28.13 14.54  C73 1.410, C75 1.394
75 C -7.38 28.80 14.59  O74 1.394, C76 1.550, H85 1.091, H86 1.091
76 C -6.35 28.33 15.65  C75 1.550, N77 1.448, H87 1.092, H88 1.090
77 N -5.65 27.11 15.29  C76 1.448, C78 1.456, H89 1.011
78 C -4.58 26.95 16.26  N77 1.456, C79 1.552, H90 1.091, H91 1.090
79 C -3.77 25.67 15.92  C78 1.552, O80 1.441, H92 1.091, H93 1.091
80 O -4.43 24.42 16.23  C79 1.441, C81 1.449
81 C -3.57 23.30 15.92  O80 1.449, H94 1.090, H95 1.091, H96 1.091
82 H -9.38 28.67 12.67  C73 1.091
83 H -9.87 29.66 13.96  C73 1.092
84 H -10.57 28.05 13.83  C73 1.089
85 H -7.60 29.85 14.80  C75 1.091
86 H -6.91 28.72 13.61  C75 1.091
87 H -6.97 28.30 16.55  C76 1.092
88 H -5.70 29.19 15.81  C76 1.090
89 H -6.35 26.38 15.38  N77 1.011
90 H -5.00 26.93 17.27  C78 1.091
91 H -3.79 27.69 16.14  C78 1.090
92 H -2.87 25.68 16.54  C79 1.091
93 H -3.45 25.62 14.88  C79 1.091
94 H -3.95 22.37 16.35  C81 1.090
95 H -2.52 23.29 16.21  C81 1.091
96 H -3.59 23.20 14.84  C81 1.091
97 C -12.90 28.30 1.32  O98 1.398, H106 1.090, H107 1.091, H108 1.091
98 O -12.40 27.26 2.11  C97 1.398, C99 1.439
99 C -11.14 27.70 2.64  O98 1.439, C100 1.537, H109 1.091, H110 1.091
100 C -10.52 26.56 3.45  C99 1.537, N101 1.430, H111 1.091, H112 1.091
101 N -9.24 26.85 4.03  C100 1.430, C102 1.488, H113 1.012
102 C -8.55 25.81 4.83  N101 1.488, C103 1.603, H114 1.089, H115 1.091
103 C -9.47 25.28 6.03  C102 1.603, O104 1.439, H116 1.091, H117 1.091
104 O -8.75 24.50 7.00  C103 1.439, C105 1.403
105 C -9.47 24.22 8.17  O104 1.403, H118 1.091, H119 1.091, H120 1.091
106 H -13.91 28.02 1.02  C97 1.090
107 H -12.27 28.37 0.44  C97 1.091
108 H -12.90 29.24 1.87  C97 1.091
109 H -11.33 28.50 3.35  C99 1.091
110 H -10.42 28.01 1.88  C99 1.091
111 H -10.37 25.71 2.77  C100 1.091
112 H -11.34 26.22 4.08  C100 1.091
113 H -9.52 27.45 4.79  N101 1.012
114 H -7.57 26.21 5.12  C102 1.089
115 H -8.42 24.95 4.17  C102 1.091
116 H -10.23 24.65 5.58  C103 1.091
117 H -9.96 26.14 6.50  C103 1.091
118 H -10.39 24.81 8.25  C105 1.091
119 H -8.95 24.45 9.10  C105 1.091
120 H -9.74 23.16 8.14  C105 1.091
121 C -6.48 17.76 12.66  O122 1.443, H130 1.090, H131 1.090, H132 1.091
122 O -6.44 16.52 11.91  C121 1.443, C123 1.399
123 C -5.41 15.65 12.30  O122 1.399, C124 1.551, H133 1.091, H134 1.090
124 C -4.77 15.10 11.00  C123 1.551, N125 1.473, H135 1.091, H136 1.091
125 N -4.19 16.18 10.18  C124 1.473, C126 1.467, H137 1.010
126 C -2.85 16.52 10.67  N125 1.467, C127 1.548, H138 1.090, H139 1.091
127 C -2.30 17.68 9.80  C126 1.548, O128 1.431, H140 1.091, H141 1.091
128 O -2.99 18.87 10.20  C127 1.431, C129 1.411
129 C -2.68 20.03 9.47  O128 1.411, H142 1.091, H143 1.090, H144 1.090
130 H -7.46 18.19 12.46  C121 1.090
131 H -5.64 18.40 12.39  C121 1.090
132 H -6.51 17.73 13.75  C121 1.091
133 H -5.84 14.78 12.79  C123 1.091
134 H -4.70 16.18 12.93  C123 1.090
135 H -5.50 14.49 10.47  C124 1.091
136 H -4.02 14.32 11.14  C124 1.091
137 H -4.76 17.02 10.10  N125 1.010
138 H -2.13 15.71 10.58  C126 1.090
139 H -2.89 16.88 11.70  C126 1.091
140 H -2.37 17.46 8.73  C127 1.091
141 H -1.23 17.87 9.83  C127 1.091
142 H -3.38 20.74 9.90  C129 1.091
143 H -3.06 19.93 8.45  C129 1.090
144 H -1.67 20.44 9.55  C129 1.090
145 C -3.31 21.29 13.48  O146 1.415, H147 1.090, H148 1.091, H149 1.091
146 O -2.61 20.18 12.95  C145 1.415, H150 0.960
147 H -2.89 21.60 14.43  C145 1.090
148 H -3.41 22.12 12.77  C145 1.091
149 H -4.34 21.02 13.73  C145 1.091
150 H -2.88 19.99 12.05  O146 0.960
151 C -4.87 25.84 4.45  O152 1.410, H153 1.091, H154 1.090, H155 1.091
152 O -3.47 25.78 4.55  C151 1.410, H156 0.960
153 H -5.10 25.98 3.39  C151 1.091
154 H -5.43 24.95 4.75  C151 1.090
155 H -5.21 26.71 5.01  C151 1.091
156 H -3.10 26.34 3.86  O152 0.960
157 C -10.57 29.49 9.84  O158 1.368, H159 1.091, H160 1.090, H161 1.091
158 O -10.95 30.20 8.74  C157 1.368, H162 0.960
159 H -11.34 28.78 10.16  C157 1.091
160 H -9.60 29.01 9.67  C157 1.090
161 H -10.38 30.12 10.71  C157 1.091
162 H -11.71 30.72 9.00  O158 0.960
163 C -9.18 29.49 5.78  O164 1.419, H165 1.090, H166 1.090, H167 1.090
164 O -10.23 28.64 6.20  C163 1.419, H168 0.960
165 H -9.28 29.69 4.71  C163 1.090
166 H -9.19 30.46 6.28  C163 1.090
167 H -8.25 28.97 6.02  C163 1.090
168 H -10.67 29.18 6.86  O164 0.960
169 O -8.72 21.36 14.17  H170 0.959, H171 0.958
170 H -9.05 21.13 13.30  O169 0.959
171 H -9.01 22.27 14.30  O169 0.958
172 O -5.34 29.61 5.63  H173 0.958, H174 0.959
173 H -5.81 29.20 4.91  O172 0.958
174 H -4.47 29.21 5.62  O172 0.959
175 O -6.04 24.56 7.81  H176 0.959, H177 0.960
176 H -6.94 24.25 7.77  O175 0.959
177 H -6.10 25.38 8.30  O175 0.960
178 O -9.34 24.28 15.04  H179 0.958, H180 0.958
179 H -8.64 24.85 15.37  O178 0.958
180 H -10.04 24.37 15.69  O178 0.958
181 O -9.29 25.56 12.26  H182 0.958, H183 0.960
182 H -9.50 25.27 13.16  O181 0.958
183 H -8.35 25.73 12.28  O181 0.960
184 O -9.77 20.71 11.60  H185 0.958, H186 0.959
185 H -10.69 20.76 11.87  O184 0.958
186 H -9.80 20.33 10.72  O184 0.959
187 O -9.10 20.59 8.65  H188 0.963, H189 0.958
188 H -8.66 19.81 8.30  O187 0.963
189 H -8.41 21.25 8.70  O187 0.958
190 O -6.45 31.56 7.03  H191 0.961, H192 0.958
191 H -5.92 30.85 6.65  O190 0.961
192 H -6.46 32.24 6.35  O190 0.958

Atom charges from the Löwdin analysis, given in e for atoms 1 to 99:
1. C -0.08
2. O -0.18
3. C -0.20
4. C -0.16
5. N -0.09
6. C -0.19
7. C -0.18
8. O -0.19
9. C -0.10
10. H 0.08
11. H 0.07
12. H 0.09
13. H 0.10
14. H 0.11
15. H 0.11
16. H 0.12
17. H 0.12
18. H 0.10
19. H 0.11
20. H 0.08
21. H 0.12
22. H 0.08
23. H 0.08
24. H 0.09
25. C -0.10
26. O -0.23
27. C -0.15
28. C -0.17
29. N -0.06
30. C -0.16
31. C -0.19
32. O -0.19
33. C -0.10
34. H 0.08
35. H 0.07
36. H 0.07
37. H 0.11
38. H 0.12
39. H 0.09
40. H 0.12
41. H 0.11
42. H 0.09
43. H 0.11
44. H 0.10
45. H 0.11
46. H 0.07
47. H 0.08
48. H 0.08
49. C -0.11
50. O -0.18
51. C -0.26
52. C -0.20
53. N -0.08
54. C -0.23
55. C -0.23
56. O -0.15
57. C -0.13
58. H 0.09
59. H 0.08
60. H 0.09
61. H 0.12
62. H 0.12
63. H 0.12
64. H 0.12
65. H 0.11
66. H 0.12
67. H 0.12
68. H 0.12
69. H 0.12
70. H 0.10
71. H 0.07
72. H 0.07
73. C -0.11
74. O -0.20
75. C -0.23
76. C -0.21
77. N -0.05
78. C -0.19
79. C -0.21
80. O -0.19
81. C -0.11
82. H 0.07
83. H 0.08
84. H 0.09
85. H 0.12
86. H 0.10
87. H 0.12
88. H 0.12
89. H 0.10
90. H 0.12
91. H 0.12
92. H 0.11
93. H 0.11
94. H 0.10
95. H 0.09
96. H 0.04
97. C -0.14
98. O -0.18
99. C -0.21